ORCA calculation (ωB97M-V with the def2-TZVPD basis set) on the molecule C22H46O.

```
69
Properties=species:S:1:pos:R:3
C 5.4187 -2.3860 -9.3432
C 4.3247 -2.7500 -8.3466
C 4.4195 -1.9088 -7.0755
C 3.2739 -2.1594 -6.0944
C 3.2982 -3.5615 -5.4878
C 2.3015 -3.7335 -4.3410
C 0.8466 -3.6333 -4.7957
C -0.1509 -4.0742 -3.7232
C -0.1151 -3.2513 -2.4345
C -0.4554 -1.7773 -2.6425
C -0.5644 -1.0301 -1.3152
C -0.8884 0.4484 -1.5187
C -1.1336 1.1991 -0.2094
C 0.1207 1.3259 0.6534
C -0.0706 2.2450 1.8604
C -1.0386 1.6826 2.8991
C -1.1117 2.5626 4.1448
C -2.0781 2.0021 5.1854
C -2.1488 2.8772 6.4349
C -3.1192 2.3086 7.4680
C -3.1381 3.0916 8.7798
C -3.7386 4.4910 8.6365
O -3.8013 5.1802 9.8634
H 6.4016 -2.5464 -8.9050
H 5.3395 -2.9960 -10.2402
H 5.3407 -1.3398 -9.6318
H 3.3469 -2.5940 -8.8086
H 4.4099 -3.8083 -8.0951
H 5.3719 -2.1120 -6.5795
H 4.4141 -0.8522 -7.3560
H 2.3253 -1.9971 -6.6092
H 3.3429 -1.4277 -5.2851
H 3.0810 -4.3016 -6.2601
H 4.3041 -3.7615 -5.1090
H 2.4596 -4.7146 -3.8854
H 2.5039 -2.9773 -3.5804
H 0.7085 -4.2737 -5.6710
H 0.6229 -2.6109 -5.1002
H 0.0445 -5.1198 -3.4708
H -1.1583 -4.0211 -4.1443
H -0.8387 -3.6818 -1.7368
H 0.8695 -3.3346 -1.9712
H -1.4031 -1.6986 -3.1811
H 0.3145 -1.3019 -3.2526
H -1.3473 -1.4886 -0.7060
H 0.3784 -1.1303 -0.7745
H -0.0704 0.9269 -2.0629
H -1.7853 0.5267 -2.1388
H -1.9164 0.6844 0.3504
H -1.4978 2.2025 -0.4450
H 0.4272 0.3398 1.0065
H 0.9297 1.7247 0.0360
H -0.4304 3.2192 1.5208
H 0.9005 2.4016 2.3372
H -2.0367 1.5987 2.4661
H -0.7146 0.6792 3.1860
H -1.4317 3.5673 3.8585
H -0.1161 2.6478 4.5868
H -3.0750 1.9211 4.7454
H -1.7597 0.9952 5.4664
H -2.4617 3.8821 6.1474
H -1.1536 2.9524 6.8788
H -2.8332 1.2765 7.6852
H -4.1269 2.2887 7.0456
H -3.7311 2.5363 9.5141
H -2.1233 3.1813 9.1730
H -4.7409 4.4176 8.1869
H -3.1161 5.1149 7.9932
H -4.3034 4.6487 10.4914
```

## Properties
DFT total energy: -25608.818 eV
lowest unoccupied orbital energy: 1.0300 eV
spin multiplicity: 1
net charge: 0
energy relative to the best compared isomer or geometry (same formula, charge and spin): 30.9 kJ/mol
frontier orbital gap: 11.20 eV
structure (SMILES): CCCCCCCCCCCCCCCCCCCCCCO